*w*
Formula: C4H5N3
Source: the Open Molecules 2025 dataset
Level of theory: ωB97M-V with the def2-TZVPD basis set

Last columns: bonded neighbours and bond lengths (Å).
CARTESIAN COORDINATES (ANGSTROEM)
1 H -0.24427 2.36063 -0.73516  N5 1.015
2 H 2.89276 -1.74761 0.30948  C10 1.081
3 N -3.46052 -0.36641 -1.00998  C9 1.156
4 H -2.10828 -0.93330 1.65400  N6 1.009
5 N -0.08262 1.54740 -0.14928  H1 1.015, C12 1.234
6 N -2.09483 -0.14283 1.02674  H4 1.009, C9 1.336, H11 1.022
7 C 1.71608 -0.14144 -0.32226  C10 1.308, C12 1.280
8 H 3.68946 -0.58387 -0.86630  C10 1.082
9 C -2.67589 -0.33402 -0.16130  N3 1.156, N6 1.336
10 C 2.81647 -0.84696 -0.28368  H2 1.081, C7 1.308, H8 1.082
11 H -1.25527 0.43946 0.99438  N6 1.022
12 C 0.80691 0.74896 -0.45662  N5 1.234, C7 1.280

The HOMO energy comes out at -9.437 eV. As for the multiplicity: 1. The HOMO-LUMO gap comes out at 8.77 eV. The value obtained for the molar mass is 95.10 g/mol.

In elementary charge units, the natural (NBO) charges are: 0.390, 0.211, -0.396, 0.403, -0.648, -0.866, -0.170, 0.210, 0.406, -0.306, 0.431, 0.335

=====

*x*
Formula: C4H5N3
Source: the Open Molecules 2025 dataset
Level of theory: ωB97M-V with the def2-TZVPD basis set

Last columns: bonded neighbours and bond lengths (Å).
CARTESIAN COORDINATES (ANGSTROEM)
1 N 1.35378 -0.81967 -2.34708  H5 1.027, C8 1.173
2 H 1.68701 -0.49673 0.88062  C3 1.090
3 C 0.67192 -0.10786 0.96638  H2 1.090, C7 1.452, N12 1.266
4 C -1.45597 0.32354 -0.02740  H9 1.094, H10 1.096, H11 1.096, N12 1.446
5 H 0.68440 -0.75309 -1.57066  N1 1.027
6 N 0.06095 0.97202 3.26103  C7 1.157
7 C 0.32715 0.49690 2.24039  C3 1.452, N6 1.157
8 C 2.18716 -0.77210 -3.17150  N1 1.173
9 H -2.12980 -0.47162 -0.35986  C4 1.094
10 H -1.48589 1.11403 -0.78568  C4 1.096
11 H -1.79021 0.72186 0.93781  C4 1.096
12 N -0.11051 -0.20727 -0.02405  C3 1.266, C4 1.446

The HOMO energy comes out at -11.097 eV. As for the multiplicity: 1. The HOMO-LUMO gap comes out at 10.41 eV. The value obtained for the molar mass is 95.10 g/mol.

In elementary charge units, the natural (NBO) charges are: -0.760, 0.229, 0.030, -0.456, 0.449, -0.242, 0.188, 0.261, 0.228, 0.231, 0.202, -0.359

=====

*y*
Formula: C4H5N3
Source: the Open Molecules 2025 dataset
Level of theory: ωB97M-V with the def2-TZVPD basis set

Last columns: bonded neighbours and bond lengths (Å).
CARTESIAN COORDINATES (ANGSTROEM)
1 N 1.31751 2.54805 0.93987  H5 1.056, C7 1.224
2 H 0.85376 -0.37991 1.03244  C6 1.080
3 C 1.75062 -0.34142 -1.02044  N4 1.155, C6 1.405
4 N 2.13118 -0.79358 -2.01229  C3 1.155
5 H 0.34966 2.70850 0.54855  N1 1.056
6 C 1.27084 0.16606 0.19911  H2 1.080, C3 1.405, C7 1.299
7 C 1.47030 1.41000 0.51490  N1 1.224, C6 1.299
8 C -2.14606 -0.89194 0.15264  N10 1.266, H11 1.103, H12 1.082
9 H -0.62538 -1.49984 -0.81055  N10 1.033
10 N -0.91769 -1.19574 0.13249  C8 1.266, H9 1.033
11 H -2.72179 -0.61643 1.05230  C8 1.103
12 H -2.73294 -1.11376 -0.72901  C8 1.082

The HOMO energy comes out at -9.598 eV. As for the multiplicity: 1. The HOMO-LUMO gap comes out at 10.06 eV. The value obtained for the molar mass is 95.10 g/mol.

In elementary charge units, the natural (NBO) charges are: -0.583, 0.322, 0.271, -0.322, 0.384, -0.544, 0.463, -0.037, 0.352, -0.622, 0.169, 0.147

=====

Most stable of them? *x*.

=====

*w*
Formula: C4H5N3
Source: the Open Molecules 2025 dataset
Level of theory: ωB97M-V with the def2-TZVPD basis set

Last columns: bonded neighbours and bond lengths (Å).
CARTESIAN COORDINATES (ANGSTROEM)
1 H 0.65071 1.46198 0.37761  C6 1.112
2 H -1.96838 -0.48433 -0.09245  C10 1.104
3 N -0.50426 -0.35523 2.61047  C11 1.155
4 H 0.35743 -1.23835 -0.97789  N5 1.077
5 N 0.07638 -0.20920 -0.83304  H4 1.077, C6 1.447, C10 1.496
6 C 0.70113 0.35126 0.34538  H1 1.112, N5 1.447, C11 1.509, C12 1.485
7 H -1.57727 1.14347 -0.85564  C10 1.126
8 H -1.76061 -0.26078 -1.86791  C10 1.087
9 N 3.25290 -0.27842 0.19807  C12 1.157
10 C -1.39908 0.03202 -0.88527  H2 1.104, N5 1.496, H7 1.126, H8 1.087
11 C 0.04123 -0.11010 1.62202  N3 1.155, C6 1.509
12 C 2.12982 -0.05233 0.35866  C6 1.485, N9 1.157

The HOMO energy comes out at -10.436 eV. As for the multiplicity: 1. The HOMO-LUMO gap comes out at 10.98 eV. The value obtained for the molar mass is 95.11 g/mol.

In elementary charge units, the natural (NBO) charges are: 0.270, 0.196, -0.282, 0.388, -0.598, -0.221, 0.203, 0.220, -0.261, -0.432, 0.246, 0.270

=====

*x*
Formula: C4H5N3
Source: the Open Molecules 2025 dataset
Level of theory: ωB97M-V with the def2-TZVPD basis set

Last columns: bonded neighbours and bond lengths (Å).
CARTESIAN COORDINATES (ANGSTROEM)
1 C 0.60477 -2.38297 -0.13773  C4 1.450, N5 1.158
2 H -0.77992 0.88947 -1.60946  N7 1.014
3 H 0.14526 -1.42080 1.73762  C4 1.088
4 C -0.14152 -1.45445 0.68913  C1 1.450, H3 1.088, N6 1.528, C8 1.454
5 N 1.27691 -3.01825 -0.83531  C1 1.158
6 N -1.60008 -1.22434 0.29483  C4 1.528, C8 1.256
7 N -0.56459 0.84898 -0.61946  H2 1.014, C8 1.352, C9 1.455
8 C -0.76715 -0.32451 0.02061  C4 1.454, N6 1.256, N7 1.352
9 C 0.29989 1.84850 -0.01017  N7 1.455, H10 1.095, H11 1.096, H12 1.094
10 H 0.42974 1.61572 1.05154  C9 1.095
11 H 1.30195 1.91408 -0.44869  C9 1.096
12 H -0.20156 2.81969 -0.05386  C9 1.094

The HOMO energy comes out at -9.667 eV. As for the multiplicity: 1. The HOMO-LUMO gap comes out at 10.24 eV. The value obtained for the molar mass is 95.10 g/mol.

In elementary charge units, the natural (NBO) charges are: 0.250, 0.418, 0.222, -0.280, -0.315, -0.299, -0.636, 0.425, -0.404, 0.211, 0.198, 0.209

=====

Most stable of them? *w*.

=====

*w*
Formula: C4H5N3
Source: the Open Molecules 2025 dataset
Level of theory: ωB97M-V with the def2-TZVPD basis set

Last columns: bonded neighbours and bond lengths (Å).
CARTESIAN COORDINATES (ANGSTROEM)
1 H -0.97730 -1.73330 0.57644  N7 1.014
2 H 0.65992 0.84794 1.65282  C3 1.086
3 C -0.36452 0.86413 1.29398  H2 1.086, C8 1.433, C10 1.317
4 N 1.29309 0.11268 -0.84147  C6 1.265, H12 1.021
5 H 0.54390 -1.18986 -2.29076  C6 1.096
6 C 1.19337 -1.00433 -1.42741  N4 1.265, H5 1.096, H11 1.091
7 N -1.47539 -1.40223 1.39563  H1 1.014, C10 1.225
8 C -0.88075 1.96461 0.53547  C3 1.433, N9 1.160
9 N -1.38793 2.87212 0.02111  C8 1.160
10 C -1.03991 -0.25786 1.43177  C3 1.317, N7 1.225
11 H 1.71770 -1.85969 -0.99756  C6 1.091
12 H 0.71782 0.78579 -1.35001  N4 1.021

The HOMO energy comes out at -9.780 eV. As for the multiplicity: 1. The HOMO-LUMO gap comes out at 10.27 eV. The value obtained for the molar mass is 95.10 g/mol.

In elementary charge units, the natural (NBO) charges are: 0.381, 0.296, -0.529, -0.594, 0.155, -0.066, -0.578, 0.266, -0.313, 0.479, 0.162, 0.340

=====

*x*
Formula: C4H5N3
Source: the Open Molecules 2025 dataset
Level of theory: ωB97M-V with the def2-TZVPD basis set

Last columns: bonded neighbours and bond lengths (Å).
CARTESIAN COORDINATES (ANGSTROEM)
1 N 1.06986 -0.61861 -1.03836  C11 1.297, N12 1.250
2 H -1.52586 -1.43407 0.50034  C7 1.179
3 C 0.60453 1.19882 0.41269  H6 1.148, N9 1.272, C11 1.482
4 H -0.49542 -1.96717 -1.38949  N12 1.191
5 H 1.33863 -2.38069 -2.02812  N12 1.093
6 H 1.57976 1.71346 0.09200  C3 1.148
7 C -0.99965 -0.39158 0.34130  H2 1.179, C10 1.362, C11 1.407
8 H -2.08394 0.66737 1.90653  C10 1.017
9 N -0.22902 1.60601 1.28326  C3 1.272, C10 1.499
10 C -1.31915 0.57792 1.24287  C7 1.362, H8 1.017, N9 1.499
11 C 0.16875 -0.00195 -0.33911  N1 1.297, C3 1.482, C7 1.407
12 N 0.65344 -1.68714 -1.53458  N1 1.250, H4 1.191, H5 1.093

The HOMO energy comes out at -8.492 eV. As for the multiplicity: 1. The HOMO-LUMO gap comes out at 8.42 eV. The value obtained for the molar mass is 95.11 g/mol.

In elementary charge units, the natural (NBO) charges are: -0.078, 0.227, 0.084, 0.372, 0.404, 0.196, -0.362, 0.198, -0.443, -0.008, -0.048, -0.543

=====

Most stable of them? *w*.

=====

*w*
Formula: CH2N4O3
Source: the Open Molecules 2025 dataset
Level of theory: ωB97M-V with the def2-TZVPD basis set

Last columns: bonded neighbours and bond lengths (Å).
CARTESIAN COORDINATES (ANGSTROEM)
1 N -0.43074 1.20904 -0.13043  N6 1.359, N10 1.206
2 O -2.52496 1.34555 -0.52462  N10 1.189
3 N 2.26287 -0.38440 -0.27690  C7 1.167, O8 1.340
4 O -1.74754 -0.24074 0.79679  H5 1.052, N10 1.377
5 H -2.72190 0.05933 1.05685  O4 1.052
6 N 0.42975 0.57603 0.70984  N1 1.359, C7 1.169
7 C 1.48142 0.22957 0.33546  N3 1.167, N6 1.169
8 O 1.99277 -1.54044 -0.89864  N3 1.340, H9 0.976
9 H 2.82174 -2.04968 -0.97686  O8 0.976
10 N -1.56341 0.79574 -0.09149  N1 1.206, O2 1.189, O4 1.377

The HOMO energy comes out at -9.681 eV. As for the multiplicity: 1. The HOMO-LUMO gap comes out at 9.71 eV. The value obtained for the molar mass is 118.05 g/mol.

In elementary charge units, the natural (NBO) charges are: -0.103, -0.428, -0.203, -0.524, 0.495, -0.318, 0.560, -0.512, 0.488, 0.545

=====

*x*
Formula: CH2N4O3
Source: the Open Molecules 2025 dataset
Level of theory: ωB97M-V with the def2-TZVPD basis set

Last columns: bonded neighbours and bond lengths (Å).
CARTESIAN COORDINATES (ANGSTROEM)
1 N -0.65026 0.32907 -1.10231  N6 1.358, O7 1.225, O8 1.206
2 N 0.65031 -0.63670 0.59933  H5 0.948, N6 1.403, C9 1.287
3 O -1.34779 0.47017 1.04850  N6 1.340, H10 1.002
4 N 2.93077 0.04256 1.02587  C9 1.141
5 H 0.57564 -1.51747 0.25807  N2 0.948
6 N -0.31346 0.30624 0.21285  N1 1.358, N2 1.403, O3 1.340
7 O -1.79949 0.69153 -1.32314  N1 1.225
8 O 0.22319 0.03876 -1.88145  N1 1.206
9 C 1.87705 -0.26581 0.71583  N2 1.287, N4 1.141
10 H -2.14597 0.54165 0.44645  O3 1.002

The HOMO energy comes out at -11.075 eV. As for the multiplicity: 1. The HOMO-LUMO gap comes out at 10.61 eV. The value obtained for the molar mass is 118.05 g/mol.

In elementary charge units, the natural (NBO) charges are: 0.606, -0.456, -0.510, -0.302, 0.400, 0.143, -0.411, -0.359, 0.387, 0.503

=====

Most stable of them? *x*.

=====

*w*
Formula: C2HN3O2
Source: the Open Molecules 2025 dataset
Level of theory: ωB97M-V with the def2-TZVPD basis set

Last columns: bonded neighbours and bond lengths (Å).
CARTESIAN COORDINATES (ANGSTROEM)
1 O -4.05810 -1.24063 0.34951  C8 1.179
2 H -2.02527 -1.31453 -0.51110  N5 0.990
3 O -5.43502 0.64132 0.35347  C8 1.155
4 N -1.23902 0.48098 -0.92596  N5 1.374, C6 1.706, N7 1.327
5 N -1.57274 -0.54748 -0.07776  H2 0.990, N4 1.374, C6 1.456
6 C -0.22784 -0.13720 0.30185  N4 1.706, N5 1.456, N7 1.307
7 N -0.41765 1.09700 -0.08556  N4 1.327, C6 1.307
8 C -4.72575 -0.26932 0.32181  O1 1.179, O3 1.155

The HOMO energy (spin up / spin down) comes out at -10.099 / -10.100 eV. As for the multiplicity: 1. The HOMO-LUMO gap (spin up / spin down) comes out at 9.47 / 9.47 eV. The value obtained for the molar mass is 99.05 g/mol.

In elementary charge units, the natural (NBO) charges are: -0.546, 0.402, -0.487, 0.085, -0.475, 0.297, -0.312, 1.036

=====

*x*
Formula: C2HN3O2
Source: the Open Molecules 2025 dataset
Level of theory: ωB97M-V with the def2-TZVPD basis set

Last columns: bonded neighbours and bond lengths (Å).
CARTESIAN COORDINATES (ANGSTROEM)
1 N 0.27288 -1.46704 -0.05541  C2 1.339, N7 1.313
2 C 0.96497 -0.32106 -0.03366  N1 1.339, O3 1.211, C8 1.499
3 O 2.15503 -0.22772 0.16880  C2 1.211
4 O -1.73454 -0.33491 0.22932  N6 1.387, N7 1.325
5 H 0.38643 1.94638 -0.19239  C8 1.053
6 N -1.14954 0.89742 -0.01954  O4 1.387, C8 1.294
7 N -1.03946 -1.42586 -0.05848  N1 1.313, O4 1.325
8 C 0.14422 0.93279 -0.03863  C2 1.499, H5 1.053, N6 1.294

The HOMO energy comes out at -10.545 eV. As for the multiplicity: 1. The HOMO-LUMO gap comes out at 8.97 eV. The value obtained for the molar mass is 99.05 g/mol.

In elementary charge units, the natural (NBO) charges are: -0.252, 0.533, -0.483, -0.148, 0.238, -0.067, 0.219, -0.040

=====

Most stable of them? *x*.